# 1
Molecular formula: CH4IN3
Method: DFT, wB97M-V/def2-TZVPD

The geometry in XYZ format:
```
9
Properties=species:S:1:pos:R:3:forces:R:3:lowdin_charge:R:1
C -0.26874 0.55232 0.28454 -1.29 -0.71 0.04 -0.14
N 0.91854 -0.02327 0.86244 0.24 0.83 1.11 -0.11
N 1.91389 -0.39183 0.43968 0.29 -0.17 -1.67 0.15
N 1.63668 -0.27139 -1.74537 -2.53 0.18 1.41 -0.60
I 1.59253 1.65047 -2.33153 0.78 -0.07 -0.23 0.65
H -1.04433 0.28352 1.02528 -0.05 0.09 -0.99 0.09
H -0.35211 0.19745 -0.74902 -0.32 -0.62 0.39 0.03
H -0.27128 1.61703 0.14795 0.67 0.63 0.62 0.04
H 2.45254 -0.80131 -1.83799 2.20 -0.15 -0.68 -0.11
```
Positions in Å, forces in eV/Å.

## Properties
Energy relative to the best compared isomer or geometry (same formula, charge and spin) ... 39.2 kcal per mole
Kohn-Sham gap (alpha / beta) ... 8.5 / 7.3 eV
HOMO level (alpha / beta) ... -8.44 / -7.68 eV
LUMO energy (alpha / beta) ... 0.05 / -0.37 eV

***

# 2
Molecular formula: C38H46BaClF6Ge3N2O4S2
Method: DFT, wB97M-V/def2-TZVPD

The geometry in XYZ format:
```
103
Properties=species:S:1:pos:R:3:forces:R:3:lowdin_spin:R:1
Ba 0.57782 0.01473 0.46868 0.43 -0.80 -0.26 0.00
C 1.85726 -2.00237 2.62095 0.06 0.14 -0.20 0.00
C 1.95524 -2.40790 1.27243 0.16 -0.31 -0.08 0.00
C 0.73037 -3.01535 0.91217 0.16 0.16 -0.11 0.00
C -0.11845 -2.97431 2.03584 -0.12 0.09 -0.15 0.00
C 0.58174 -2.36350 3.08750 0.00 0.22 0.05 0.00
H 2.62634 -1.49721 3.19029 0.02 -0.05 0.02 0.00
H 2.81208 -2.28554 0.62115 0.04 -0.06 0.05 0.00
H 0.49891 -3.46843 -0.04158 0.03 -0.02 0.01 0.00
H -1.13262 -3.35119 2.07733 0.02 -0.04 0.02 0.00
H 0.19488 -2.17125 4.07817 0.02 -0.03 0.02 0.00
C -2.61289 3.11232 -2.93794 0.03 0.09 0.03 0.00
C -2.75426 1.73978 -2.98555 -0.02 -0.09 0.06 0.01
C -1.91697 0.95587 -2.20326 0.02 0.04 -0.15 0.01
N -0.98673 1.47045 -1.40086 -0.12 0.12 -0.02 0.00
C -0.86147 2.80085 -1.35826 0.00 -0.03 0.08 0.00
C -1.64143 3.65857 -2.10806 -0.07 -0.02 -0.06 0.00
H -3.24656 3.75325 -3.53825 0.00 0.00 0.00 0.00
H -3.49721 1.26590 -3.61236 0.03 0.00 -0.03 0.00
H -1.97753 -0.12720 -2.24196 0.01 0.01 0.02 0.00
H -0.10721 3.19898 -0.68759 0.00 0.00 0.00 0.00
H -1.49257 4.72659 -2.03387 0.01 0.00 0.00 0.00
C 1.14676 -3.50280 -2.89914 -0.12 -0.15 0.06 0.00
Ge -0.76397 -3.26696 -3.05097 0.39 0.22 -0.33 0.00
C 0.08817 -0.22122 -4.63871 0.08 0.04 0.04 0.00
C -1.46688 -3.55677 -4.84597 -0.10 -0.07 0.02 0.00
C -1.86343 -2.73066 -1.76616 -0.25 0.03 0.18 0.00
H 1.62833 -3.01990 -3.75332 -0.11 -0.02 0.02 0.00
H 1.41794 -4.55908 -2.87793 -0.03 -0.03 0.02 0.00
H 1.49970 -3.01268 -1.99305 0.02 -0.04 0.00 0.00
H -0.09059 -1.23042 -5.02241 0.10 0.18 0.00 0.00
H -0.01525 -0.23693 -3.54656 0.03 -0.01 -0.06 0.00
H -0.67438 0.44562 -5.06398 0.00 -0.03 0.01 0.00
H -0.96268 -2.90442 -5.55874 0.00 -0.09 0.04 0.00
H -2.53678 -3.34948 -4.86012 -0.01 -0.01 -0.03 0.00
H -1.29989 -4.58852 -5.15777 -0.01 -0.02 0.02 0.00
H -1.55758 -2.64254 -0.73134 0.01 0.00 0.03 0.00
H -2.91844 -2.59313 -1.97880 -0.01 -0.05 0.02 0.00
Cl -9.81194 0.14490 -0.48899 0.25 -0.01 0.03 0.04
C -8.07051 0.09314 -0.30926 -0.05 0.01 0.00 0.15
C -7.40917 1.14474 0.31777 -0.21 0.07 0.01 -0.02
C -6.04415 1.10702 0.45738 0.44 -0.10 0.00 0.12
C -5.26159 0.01306 -0.02481 -1.01 0.05 -0.10 0.05
C -3.88370 -0.01592 0.09740 0.38 0.02 0.01 0.47
C -5.99290 -1.04005 -0.65462 0.42 0.05 0.08 0.13
C -7.35846 -0.99934 -0.79350 -0.19 -0.05 -0.04 -0.02
H -7.97689 1.98661 0.69159 0.01 0.00 0.00 0.00
H -5.53327 1.92795 0.94639 0.00 0.00 -0.01 0.01
H -3.31525 -0.84029 -0.31317 0.01 -0.03 0.07 0.02
H -3.34730 0.80610 0.55368 0.01 -0.03 0.03 0.02
H -5.44324 -1.89546 -1.02973 0.00 0.01 -0.01 0.01
H -7.88688 -1.81088 -1.27602 0.01 0.00 0.00 0.00
F -0.70349 0.26753 4.83228 -0.04 0.00 -0.03 0.00
C -1.41178 0.58651 3.75695 -0.04 -0.02 0.10 0.00
F -1.43081 -0.44677 2.90855 -0.21 0.19 0.16 0.00
F -2.66331 0.85309 4.12642 0.03 -0.03 -0.04 0.00
S -0.66705 2.00026 2.85189 0.16 0.59 0.22 0.00
O 0.76027 1.74362 2.75289 -0.27 -0.20 0.06 0.00
O -1.34940 1.95550 1.57668 -0.11 -0.04 -0.08 0.00
N -1.08236 3.14817 3.81617 -0.03 -0.12 -0.06 0.00
S -0.46263 4.60245 3.71711 0.08 0.08 -0.05 0.00
O -0.02824 4.95053 2.39630 -0.01 0.01 0.01 0.00
O -1.28233 5.50597 4.46176 -0.04 -0.03 0.05 0.00
C 1.11659 4.47666 4.72500 0.04 0.00 -0.05 0.00
F 1.20356 5.52095 5.55642 0.00 0.03 -0.01 0.00
F 2.18249 4.49255 3.93092 -0.01 -0.04 0.00 0.00
F 1.14985 3.36392 5.45752 -0.04 0.01 0.03 0.00
C 5.53238 -1.10867 -0.09698 0.05 -0.03 0.06 0.00
Ge 4.84095 -1.65294 -1.88172 -0.01 0.06 -0.11 0.00
C 4.51483 -3.59934 -1.72254 0.03 -0.05 0.05 0.00
C 6.39963 -1.51414 -3.10722 0.03 -0.02 0.04 0.00
Ge 2.81453 -0.38897 -2.39171 -0.45 0.19 0.17 0.00
C 2.55380 -0.64577 -4.33632 0.26 -0.06 0.04 0.00
C 3.12214 -1.68716 -5.02523 -0.13 0.34 -0.01 0.00
C 2.93388 -1.91116 -6.40897 -0.02 -0.39 -0.26 0.00
C 2.26818 -0.90570 -7.15356 -0.02 -0.06 0.34 0.00
C 1.67341 0.15834 -6.54638 0.11 0.12 -0.15 0.00
C 1.52252 0.21889 -5.04492 -0.25 -0.05 0.09 0.00
C 3.48718 1.51541 -2.28184 0.07 -0.01 0.03 0.00
C 2.53492 2.54006 -2.36176 0.01 0.03 0.04 0.00
C 2.87333 3.88262 -2.24188 -0.01 -0.03 0.01 0.00
C 4.19369 4.24635 -2.01186 0.00 0.03 0.00 0.00
C 5.15941 3.25343 -1.91877 0.01 -0.02 0.00 0.00
C 4.80922 1.91466 -2.06065 -0.02 0.08 0.00 0.00
H 5.78028 -1.98735 0.50419 0.02 0.02 0.01 0.00
H 4.79624 -0.51858 0.45268 -0.01 -0.01 -0.01 0.00
H 6.43321 -0.50042 -0.20652 0.00 0.00 0.01 0.00
H 5.37855 -4.09279 -1.26739 0.00 -0.01 -0.02 0.00
H 4.33728 -4.04260 -2.70432 -0.02 0.02 -0.01 0.00
H 3.64133 -3.79458 -1.09765 0.02 -0.02 0.01 0.00
H 7.32303 -1.79388 -2.59064 -0.01 -0.01 -0.01 0.00
H 6.50276 -0.49777 -3.48922 0.00 0.01 0.01 0.00
H 6.26380 -2.17499 -3.96449 -0.02 0.01 -0.01 0.00
H 3.78758 -2.36665 -4.49135 0.02 -0.01 -0.01 0.00
H 3.44123 -2.72845 -6.91120 0.04 0.06 0.02 0.00
H 2.26974 -0.96290 -8.24060 0.00 0.01 -0.02 0.00
H 1.20282 0.93903 -7.14133 0.06 0.03 0.02 0.00
H 1.63209 1.26309 -4.71092 -0.10 0.00 0.01 0.00
H 1.49333 2.27460 -2.52392 0.03 -0.01 -0.03 0.00
H 2.10409 4.64498 -2.31679 0.01 0.00 -0.01 0.00
H 4.46534 5.29003 -1.90152 0.00 0.00 0.00 0.00
H 6.19511 3.52256 -1.73736 0.00 0.00 0.00 0.00
H 5.59236 1.16716 -1.99469 0.00 -0.01 -0.01 0.00
```
Positions in Å, forces in eV/Å.

## Properties
Net charge ... -2
Energy relative to the best compared isomer or geometry (same formula, charge and spin) ... 90.0 kcal per mole
Kohn-Sham gap (alpha / beta) ... 2.9 / 2.1 eV
2S+1 ... 2
HOMO level (alpha / beta) ... 0.33 / 0.33 eV
LUMO energy (alpha / beta) ... 3.24 / 2.40 eV

***

# 3
Molecular formula: C23H36N2O17
Method: DFT, wB97M-V/def2-TZVPD

The geometry in XYZ format:
```
78
Properties=species:S:1:pos:R:3:forces:R:3:lowdin_charge:R:1
C 4.47530 2.38899 0.99535 -1.06 -0.16 -0.57 -0.16
C 4.05496 1.31830 2.18427 1.30 -0.45 -0.48 -0.27
N 5.35229 0.60290 2.60080 -1.70 0.94 -1.07 -0.20
N 6.25852 1.66587 2.76883 2.41 -0.87 2.47 -0.10
C 7.22941 1.23105 3.84421 2.28 -1.46 1.68 -0.57
O 6.88996 1.51192 5.12066 1.69 -1.13 -5.22 -0.24
O 8.46361 0.53692 3.44558 -5.66 3.29 1.76 -0.38
H 4.77715 3.42448 1.45628 -0.62 -2.07 -1.10 0.06
H 3.53519 2.46626 0.27179 1.75 0.31 1.46 0.04
H 5.36136 1.98765 0.30618 -1.77 0.71 1.83 0.07
H 3.32586 0.50967 1.75635 1.31 1.74 1.04 0.07
H 3.66143 1.84552 3.16183 0.65 -0.89 -2.13 0.11
H 5.63900 0.06819 1.73723 -0.25 0.17 0.70 0.08
C 3.83497 0.49625 -4.13823 0.42 -0.29 0.08 -0.03
C 2.67027 0.20081 -3.21417 0.64 0.19 -0.99 -0.36
C 1.83376 1.40532 -2.90403 -0.45 0.57 -0.56 -0.12
O 1.31349 1.09976 -1.62281 0.48 -1.05 0.50 0.03
C 2.20828 0.25391 -1.02972 -0.09 -0.38 2.33 -0.50
O 2.18574 -0.06066 0.14599 -0.37 0.27 -2.84 0.11
O 3.13430 -0.19211 -1.93318 -0.61 0.14 0.79 0.08
H 3.49617 0.94594 -5.07646 -0.07 -0.05 0.13 0.08
H 4.55913 1.16681 -3.66113 -0.29 -0.01 0.00 0.10
H 4.37405 -0.42749 -4.37182 -0.09 0.10 -0.04 0.08
H 2.06101 -0.61471 -3.62191 -0.05 0.06 0.03 0.15
H 1.02387 1.54497 -3.62548 0.00 0.04 0.23 0.13
H 2.41157 2.33327 -2.83287 0.05 -0.14 -0.02 0.14
C -2.82354 2.43466 0.96491 0.24 -0.34 0.30 -0.02
C -1.84334 3.50659 0.53145 -1.01 -0.60 0.56 -0.36
C -2.09157 4.01684 -0.85593 -0.58 0.38 -0.35 -0.13
O -0.80003 4.42113 -1.27314 0.62 -0.24 0.23 0.06
C 0.09274 3.66076 -0.57124 2.76 -0.37 -0.25 -0.49
O 1.28463 3.59880 -0.81059 -2.81 0.57 0.52 0.13
O -0.53143 2.97695 0.43648 0.62 0.59 -0.81 0.10
H -3.85717 2.78668 0.89434 0.12 0.05 -0.02 0.08
H -2.71237 1.52773 0.35925 -0.05 0.24 -0.03 0.08
H -2.62743 2.14196 2.00141 -0.08 0.08 -0.12 0.09
H -1.82962 4.32458 1.26167 0.02 0.04 -0.11 0.16
H -2.78335 4.86372 -0.86897 0.20 -0.02 -0.10 0.13
H -2.45584 3.24846 -1.54652 -0.02 -0.06 0.17 0.13
C 0.05879 -4.43354 -0.54059 -0.08 -0.06 -0.49 -0.03
C -0.41285 -3.08274 -0.04001 1.23 -0.84 -0.03 -0.34
C -0.95798 -3.12035 1.35578 0.58 -0.52 0.49 -0.12
O -1.88835 -2.05265 1.35399 -0.84 0.66 -1.10 0.06
C -2.30444 -1.89963 0.06119 -1.15 0.96 -0.35 -0.51
O -3.24434 -1.20738 -0.28394 1.60 -1.20 0.59 0.10
O -1.52447 -2.62913 -0.79446 -1.13 0.86 0.47 0.07
H 0.81266 -4.86498 0.12485 -0.10 0.15 -0.04 0.09
H -0.77807 -5.13519 -0.63565 0.06 0.15 0.23 0.09
H 0.49527 -4.33350 -1.53957 0.05 0.01 0.16 0.08
H 0.39020 -2.34214 -0.13564 -0.09 0.00 0.07 0.15
H -0.18245 -2.95436 2.10872 -0.20 0.13 -0.08 0.15
H -1.49203 -4.04704 1.59255 0.36 0.44 -0.39 0.10
C -0.44448 -3.78988 6.85858 0.43 0.22 -0.24 -0.04
C -1.57623 -3.92591 5.85941 0.63 0.52 1.28 -0.36
C -2.50267 -5.06575 6.15819 -0.45 -0.08 0.70 -0.14
O -2.98884 -5.41458 4.87463 0.47 0.07 -0.99 0.06
C -2.02648 -5.04256 3.97834 0.16 -0.39 -1.75 -0.49
O -2.01646 -5.36257 2.80393 -0.29 0.02 2.72 0.11
O -1.07431 -4.26287 4.57677 -0.86 -0.82 -0.97 0.09
H -0.82375 -3.68262 7.87933 -0.05 0.00 -0.15 0.08
H 0.22794 -4.65459 6.81582 -0.26 0.04 0.01 0.09
H 0.16391 -2.91128 6.62113 -0.13 -0.09 0.10 0.09
H -2.12226 -2.97870 5.77471 -0.02 -0.14 -0.03 0.16
H -3.32579 -4.77026 6.81476 0.01 -0.09 -0.22 0.13
H -1.99905 -5.93817 6.58862 0.11 0.16 0.00 0.13
C -5.38096 2.34309 -4.84457 -0.06 0.34 0.37 -0.06
C -4.09811 2.60594 -5.60806 -1.36 -0.20 0.22 -0.37
C -3.45371 1.36118 -6.13921 -0.31 -0.61 -0.51 -0.15
O -2.08263 1.71378 -6.17668 0.43 0.67 0.56 0.05
C -1.89974 2.67211 -5.21958 2.17 0.79 0.81 -0.51
O -0.81373 3.06769 -4.83771 -2.34 -0.88 -0.86 0.14
O -3.10021 3.12770 -4.74631 1.12 -0.17 -0.27 0.08
H -6.10647 1.80011 -5.45783 0.13 0.06 -0.01 0.08
H -5.18739 1.77164 -3.92933 0.07 -0.03 -0.27 0.09
H -5.83271 3.28943 -4.53020 0.00 -0.11 -0.11 0.08
H -4.27577 3.33607 -6.40672 0.09 -0.10 0.00 0.15
H -3.81250 1.10258 -7.13937 0.21 0.04 0.07 0.13
H -3.57191 0.49239 -5.48252 -0.12 0.16 0.04 0.14
```
Positions in Å, forces in eV/Å.

## Properties
Net charge ... -2
Kohn-Sham gap ... 1.1 eV
HOMO level ... 2.05 eV
LUMO energy ... 3.16 eV

***

# 4
Molecular formula: C4H8O3
Method: DFT, wB97M-V/def2-TZVPD

The geometry in XYZ format:
```
15
Properties=species:S:1:pos:R:3:forces:R:3:lowdin_charge:R:1
C -1.07958 -1.20850 0.60166 -0.02 -0.02 0.04 -0.05
C -0.19667 -0.73766 -0.54293 0.09 -0.19 0.25 -0.40
O -1.03438 -0.13125 -1.49100 0.08 0.13 -0.17 -0.02
C 0.91242 0.26974 -0.11840 -0.04 -0.04 0.12 -0.30
O 1.27575 1.04977 -1.22857 0.09 0.11 0.05 -0.02
C 0.51391 1.18339 1.02039 0.00 0.37 -0.05 -0.18
O 0.49659 2.38594 0.88207 -0.02 -0.50 0.07 0.07
H -1.74926 -1.99539 0.24520 0.11 0.09 0.05 0.09
H -0.49869 -1.60191 1.44344 -0.05 0.03 -0.14 0.09
H -1.70282 -0.37689 0.94873 0.10 -0.13 0.00 0.09
H 0.32158 -1.60585 -0.98250 -0.09 0.15 0.00 0.15
H -0.44114 0.39020 -2.05598 -0.19 -0.03 0.01 0.09
H 1.78190 -0.30545 0.24008 -0.11 0.04 -0.01 0.16
H 1.11795 1.97300 -0.95403 0.08 -0.10 -0.11 0.10
H 0.28244 0.71086 1.99184 -0.02 0.09 -0.11 0.13
```
Positions in Å, forces in eV/Å.

## Properties
Energy relative to the best compared isomer or geometry (same formula, charge and spin) ... 32.2 kcal per mole
Kohn-Sham gap ... 11.0 eV
HOMO level ... -10.25 eV
LUMO energy ... 0.73 eV